(1)
Computed, not measured: a cluster of 4 separate species, C17H32BN5O11PS in total in a non-equilibrium geometry, with ωB97M-V with the def2-TZVPD basis set.

The multiplicity is 1. The value obtained for the HOMO energy is -11.75 eV. The molar mass comes out at 556.320 g/mol. The charge is +1. The HOMO-LUMO gap comes out at 8.6 eV.

```
68
Properties=species:S:1:pos:R:3:forces:R:3:lowdin_charge:R:1
O 3.9541 -1.8891 2.8401 0.0 0.0 0.0 0.11
C 2.2585 0.3707 -0.7563 -0.2 0.2 0.4 -0.03
H 2.5036 -1.9058 0.7133 0.0 0.0 0.0 0.08
C -0.2521 6.1311 1.1613 -0.1 -0.1 -0.2 -0.07
H 1.6909 -1.7882 -3.0655 0.2 0.2 0.0 0.12
C 6.3164 -3.5344 0.9665 0.1 -0.1 0.0 -0.15
O -1.2730 0.5857 2.6121 0.0 -0.1 -0.1 0.02
B 0.6405 -1.3419 -1.4138 -0.1 0.4 0.3 -0.66
C -3.3563 1.8497 -4.0662 -0.1 -0.1 -0.1 -0.13
N -3.1940 -0.9647 0.7730 -0.1 -0.2 -0.1 0.14
H -3.9558 -3.8994 2.5636 0.0 -0.2 0.0 0.09
O 5.2502 -2.5821 1.1633 0.0 0.0 0.0 0.01
C 4.8740 -2.5584 2.4656 -0.1 0.0 0.0 -0.48
C -1.3536 0.5837 0.3612 -0.1 0.2 0.0 -0.14
C -1.4859 0.4501 -3.6912 -0.2 0.0 -0.2 -0.07
C -3.5475 -2.2183 0.5104 0.1 0.0 0.1 -0.35
O -2.4235 2.5343 -3.1978 0.1 0.0 0.0 0.04
H -2.0472 1.1653 -5.6374 0.0 0.0 0.0 0.12
H 6.0153 -3.0297 4.2200 -0.1 0.0 0.0 0.13
H -0.8681 -0.1782 3.0491 0.1 0.1 0.1 0.11
O -5.9021 -1.6116 1.4306 0.1 0.0 0.1 -0.18
H 0.4851 5.9196 1.9382 0.0 0.0 0.0 0.13
H 5.8781 -4.4636 0.5967 0.0 0.0 0.0 0.13
O -2.1426 4.7515 1.3642 -0.1 -0.1 0.0 0.02
N -0.5217 -2.2191 -1.0557 0.2 0.0 -0.1 0.26
C -2.5380 0.7584 -4.7531 0.1 0.2 0.1 -0.13
H -2.1861 1.2727 0.5164 -0.1 0.0 -0.1 0.14
H 1.8205 -0.5828 1.6402 0.0 0.0 0.0 0.09
O -4.8725 -3.6473 2.4006 0.1 0.3 0.0 -0.17
C 1.6050 -1.3079 0.8586 -0.5 0.4 0.2 -0.05
C -1.3754 1.7441 -2.9245 -0.1 -0.1 -0.1 -0.48
H -3.7869 2.5797 -4.7448 0.1 0.1 0.0 0.13
H 7.4471 -4.6667 2.4597 0.0 0.0 0.0 0.12
H -0.1260 7.1569 0.8269 0.0 0.0 0.1 0.13
O -2.2312 6.6763 2.4971 0.0 0.0 -0.1 0.14
H -3.6899 -0.2408 1.2739 0.0 0.0 0.0 0.18
N -1.9614 -0.7494 0.2139 0.0 -0.1 0.0 0.08
H -6.2135 -1.6126 2.3455 -0.1 0.0 0.0 0.10
H 7.6958 -2.9218 2.5027 0.0 0.0 0.0 0.12
S -5.8962 -3.9755 -0.4071 0.0 0.0 0.0 0.40
H -0.6400 5.5300 -0.8736 0.0 0.0 0.0 0.12
H -0.5423 -3.1660 -1.4115 -0.2 0.1 -0.2 0.16
H -0.6715 3.3165 1.2253 0.0 0.0 0.0 0.12
O -0.5296 2.0421 -2.1206 0.1 0.2 0.0 0.09
C -0.2276 5.0971 0.0382 0.0 0.1 0.0 -0.14
H 2.2415 1.1974 -0.0441 0.0 0.0 0.0 0.10
O 0.9715 -1.2387 -2.7476 -0.3 -0.4 0.0 0.16
N -2.6042 -2.8442 -0.1685 0.1 0.0 0.0 0.18
H -3.1399 -0.0922 -5.0624 0.0 0.0 0.1 0.12
H -0.8076 0.8607 -0.5363 0.0 -0.1 0.1 0.11
H -0.5230 0.1378 -4.0785 0.0 0.0 0.1 0.12
C 5.7617 -3.4868 3.2678 0.2 0.1 -0.1 -0.07
C -1.6326 5.9482 1.7672 0.1 0.1 0.1 -0.48
C -1.6179 -1.9405 -0.3569 -0.1 0.2 0.2 -0.29
C -1.1812 4.0364 0.5767 0.1 0.0 0.0 -0.17
P -5.1597 -2.9577 0.9859 -0.1 0.0 -0.1 0.13
H 2.0576 0.7708 -1.7439 0.0 0.0 -0.1 0.09
H 0.7855 -1.9383 1.2027 0.1 -0.1 0.0 0.09
N 1.2264 -0.6017 -0.3768 1.1 -0.7 -0.6 -0.08
H -4.1502 1.4393 -3.4390 0.0 0.0 0.0 0.13
H 5.2048 -4.4070 3.4552 0.0 0.0 0.0 0.13
C 6.9549 -3.7049 2.3402 0.0 0.0 0.0 -0.15
H 0.7584 4.7010 -0.1927 0.0 0.0 0.0 0.12
O -0.4706 0.6739 1.4223 -0.1 -0.2 0.1 -0.11
H 3.2545 -0.0766 -0.7073 0.0 0.0 -0.1 0.10
H -1.8360 -0.3019 -2.9753 0.0 -0.1 -0.1 0.12
H -1.7074 3.5006 -0.2102 0.0 0.1 0.0 0.10
H 6.9897 -3.1357 0.2127 0.0 0.0 0.0 0.13
```
Forces are in eV/Å.

=====

(2)
Computed, not measured: an isolated molecule of C19H20N4O, with ωB97M-V with the def2-TZVPD basis set.

As for the structure (SMILES): O=C(Nc1ccc2nc(-c3cccnc3)[nH]c2c1)C1CCCCC1. The multiplicity is 1. The value obtained for the HOMO energy is -7.78 eV. The energy relative to the best compared isomer or geometry (same formula, charge and spin) is 1.8 kcal per mole. The molar mass comes out at 320.396 g/mol. The HOMO-LUMO gap comes out at 8.0 eV.

```
44
Properties=species:S:1:pos:R:3:forces:R:3:lowdin_charge:R:1
C 2.2124 0.1476 5.2006 0.0 0.0 0.0 -0.15
C 0.5441 -1.0885 0.6826 -0.2 0.3 -0.3 -0.22
H -1.4494 -0.3630 -5.6146 0.0 -0.1 0.1 0.11
C 0.0847 -2.2312 -1.4204 0.0 0.2 0.0 -0.01
H 1.0297 0.3500 7.0065 0.0 0.1 0.0 0.11
C 1.5299 -0.9059 4.3180 -0.2 0.3 0.0 -0.24
N -0.7009 -0.6733 -3.2201 -0.2 0.2 -0.7 0.17
H 1.8272 1.1304 4.9225 0.1 -0.1 0.0 0.11
H 0.0441 -3.1295 -2.0141 0.0 -0.1 -0.1 0.11
H 1.8737 -1.7943 8.0392 0.1 -0.1 0.0 0.11
H -1.4164 3.3334 -3.4355 0.0 0.0 0.1 0.10
N -0.6147 1.1808 -1.9854 -0.1 0.2 -0.2 0.17
H 2.8200 -2.0697 6.5819 0.1 0.0 0.0 0.11
H -0.3578 -0.6032 5.2826 -0.1 0.0 0.0 0.13
C -2.2406 2.6079 -6.6168 0.0 0.3 0.1 -0.15
H -0.2879 -2.0979 4.3575 -0.1 0.1 0.0 0.11
H -2.2125 4.4410 -5.4971 0.0 0.1 0.0 0.10
H 0.7677 -3.1952 0.3459 0.0 -0.1 0.0 0.11
H -2.5891 3.0531 -7.5392 0.0 0.1 0.0 0.10
C -1.6104 0.7040 -5.5601 0.2 -0.1 0.5 -0.09
C 0.6773 -2.2223 6.2890 0.0 0.0 0.0 -0.19
C 0.2822 -1.4484 5.0261 0.1 -0.2 0.0 -0.16
H -0.6851 2.1502 -1.7287 0.0 -0.1 -0.1 0.15
N -2.0344 1.3005 -6.6531 -0.1 -0.2 -0.5 0.07
O 0.8808 0.8805 2.8310 -0.1 0.3 -0.1 0.08
C 1.9086 -1.6060 6.9652 -0.1 0.1 0.2 -0.21
C 0.4857 -2.2540 -0.1059 0.0 -0.1 0.1 -0.04
C -0.8987 0.6205 -3.2101 0.2 -0.6 0.4 -0.28
H 0.8870 -3.2634 6.0346 -0.1 0.0 0.0 0.11
N 0.9687 -1.2425 2.0072 0.1 -0.4 0.0 0.13
H 0.2392 1.0373 0.7581 0.0 0.0 0.1 0.10
H 2.7686 0.3510 7.2739 -0.1 0.1 0.0 0.11
C -1.3631 1.3741 -4.3542 -0.3 0.5 -0.6 -0.13
H 3.2844 0.1422 4.9936 0.0 0.0 0.0 0.12
H 2.2134 -1.7403 4.1278 0.0 0.0 0.0 0.15
C -0.2090 0.1649 -1.1665 0.1 -1.0 -0.1 -0.18
C 1.9686 -0.1072 6.6907 0.2 -0.2 0.0 -0.20
C 0.1947 0.1456 0.1573 0.0 0.2 0.2 0.06
C -1.5850 2.7516 -4.3312 0.0 -0.4 -0.1 -0.02
C 1.1043 -0.3001 2.9834 0.3 -0.4 0.2 -0.43
C -0.2713 -1.0013 -1.9685 0.1 0.6 0.7 -0.23
H -0.1674 -2.2199 6.9799 0.0 -0.1 0.0 0.11
H 1.1869 -2.1959 2.2624 0.0 0.2 0.1 0.14
C -2.0310 3.3773 -5.4820 0.0 0.0 0.0 -0.06
```
Forces are in eV/Å.

=====

(3)
Computed, not measured: a cluster of 2 separate species, C4H2F2 in total in a non-equilibrium geometry, with ωB97M-V with the def2-TZVPD basis set.

The multiplicity is 1. The value obtained for the HOMO energy (alpha / beta) is -11.38 / -11.30 eV. The energy relative to the best compared isomer or geometry (same formula, charge and spin) is 154.2 kcal per mole. The molar mass comes out at 88.056 g/mol. The HOMO-LUMO gap (alpha / beta) comes out at 8.5 / 8.5 eV.

```
8
Properties=species:S:1:pos:R:3:forces:R:3:lowdin_charge:R:1
F 0.4359 -2.5507 0.9870 -0.8 0.3 -1.1 0.21
C 0.0598 -0.3343 -0.0081 -2.0 0.5 -3.1 0.08
C 1.4595 -1.3105 -2.0989 1.6 -0.1 -2.0 0.25
C -0.0048 -1.7661 0.0494 -1.9 0.0 -1.4 -0.17
H 0.8716 0.1406 0.4451 0.7 1.0 1.3 0.11
H -0.7082 0.2565 -0.6312 0.8 -0.9 1.9 0.17
C 0.6432 -1.2760 -1.1540 -1.8 -1.5 3.1 -0.27
F -2.0778 -2.2923 -0.6544 3.3 0.8 1.2 -0.36
```
Forces are in eV/Å.